No. 1
Formula: C5H4O2
Source: the OMol25 dataset
Level of theory: wB97M-V/def2-TZVPD

Positions of all 11 atoms, in Å:
O 2.361 -1.393 0.156
C 1.288 -0.868 0.083
C 1.079 0.581 -0.051
C -0.149 1.120 0.029
C -1.243 0.238 0.277
C -1.112 -1.115 0.167
O 0.144 -1.652 0.040
H 1.967 1.178 -0.211
H -0.335 2.172 -0.147
H -2.262 0.582 0.410
H -1.737 -0.843 -0.753

As for the relative energy (zero: lowest compared OMol25 entry of this formula, charge and spin): 260.9 kJ/mol. The net charge is 0. The calculation puts the HOMO-LUMO gap (alpha / beta) at 0.312 / 0.312 hartree. The highest occupied orbital energy (alpha / beta) is -9.07 / -9.07 eV. For the LUMO energy (alpha / beta), the calculation gives -0.590 / -0.590 eV. The SMILES is O=c1cccco1.

Results of the Löwdin charge analysis, in e, for atoms 1 through 8: atom 1 (O): 0.126, atom 2 (C): -0.454, atom 3 (C): 0.034, atom 4 (C): -0.046, atom 5 (C): -0.101, atom 6 (C): -0.127, atom 7 (O): 0.051, atom 8 (H): 0.124


No. 2
Formula: C3H8O4S
Source: the OMol25 dataset
Level of theory: wB97M-V/def2-TZVPD

Positions of all 16 atoms, in Å:
O -1.691 -1.363 1.712
C -0.971 -0.834 0.841
O -1.391 -0.526 -0.341
C 0.520 -0.524 1.133
C 1.356 -1.687 0.619
S 3.202 -1.386 0.748
H 0.529 -0.365 2.211
H 0.813 0.300 0.504
H 1.235 -2.605 1.190
H 1.120 -1.898 -0.419
H -1.901 3.519 -2.290
H -2.339 3.421 -3.721
O -2.268 4.066 -3.009
H -0.500 1.500 -1.315
H -1.662 1.199 -0.503
O -1.312 1.956 -1.048

As for the relative energy (zero: lowest compared OMol25 entry of this formula, charge and spin): 36.4 kJ/mol. The net charge is -2. The calculation puts the HOMO-LUMO gap at 0.185 hartree. The highest occupied orbital energy is 0.40 eV. For the LUMO energy, the calculation gives 5.433 eV.

Results of the Löwdin charge analysis, in e, for atoms 1 through 8: atom 1 (O): -0.091, atom 2 (C): -0.707, atom 3 (O): -0.158, atom 4 (C): -0.245, atom 5 (C): -0.753, atom 6 (S): -0.092, atom 7 (H): 0.093, atom 8 (H): 0.069


No. 3
Formula: C4H8N2O
Source: the OMol25 dataset
Level of theory: wB97M-V/def2-TZVPD

Positions of all 15 atoms, in Å:
C 2.627 -0.599 0.039
C 0.054 1.938 -0.650
C -1.373 -0.847 1.010
C 1.958 -0.231 -0.979
N 3.442 -0.925 0.915
N -0.014 0.903 0.091
O -1.319 0.359 0.209
H 3.291 -0.701 1.866
H 1.027 2.338 -0.628
H -0.889 2.338 -1.071
H -0.902 -1.630 0.300
H -2.450 -1.198 1.311
H -0.689 -0.592 1.863
H 2.142 0.726 -1.526
H 1.239 -0.756 -1.458

As for the relative energy (zero: lowest compared OMol25 entry of this formula, charge and spin): 407.6 kJ/mol. The net charge is 0. The calculation puts the HOMO-LUMO gap (alpha / beta) at 0.204 / 0.301 hartree. The highest occupied orbital energy (alpha / beta) is -4.59 / -9.94 eV. For the LUMO energy (alpha / beta), the calculation gives 0.955 / -1.741 eV. Its expectation value of S² is 2.014. The multiplicity is 3.

Results of the Löwdin charge analysis, in e, for atoms 1 through 8: atom 1 (C): -0.259, atom 2 (C): -0.011, atom 3 (C): -0.088, atom 4 (C): -0.035, atom 5 (N): 0.096, atom 6 (N): -0.042, atom 7 (O): -0.236, atom 8 (H): 0.042


No. 4
Formula: C4H6O2
Source: the OMol25 dataset
Level of theory: wB97M-V/def2-TZVPD

Positions of all 12 atoms, in Å:
C 1.723 0.300 0.137
C 0.923 0.740 1.253
C 0.229 0.428 -0.066
C -1.552 -0.862 -0.901
O 2.760 -0.169 -0.266
O -0.374 -0.844 -0.033
H 0.955 -0.006 1.984
H 1.046 1.673 1.815
H -0.201 1.214 -0.582
H -2.334 -1.615 -0.494
H -1.218 -1.024 -1.939
H -1.957 0.164 -0.908

As for the relative energy (zero: lowest compared OMol25 entry of this formula, charge and spin): 146.8 kJ/mol. The net charge is 0. The calculation puts the HOMO-LUMO gap (alpha / beta) at 0.250 / 0.304 hartree. The highest occupied orbital energy (alpha / beta) is -5.89 / -10.08 eV. For the LUMO energy (alpha / beta), the calculation gives 0.908 / -1.800 eV. Its expectation value of S² is 2.009. The multiplicity is 3.

Results of the Löwdin charge analysis, in e, for atoms 1 through 8: atom 1 (C): -0.365, atom 2 (C): -0.028, atom 3 (C): -0.196, atom 4 (C): -0.062, atom 5 (O): 0.159, atom 6 (O): -0.119, atom 7 (H): 0.094, atom 8 (H): 0.114


No. 5
Formula: H15O11S
Source: the OMol25 dataset
Level of theory: wB97M-V/def2-TZVPD

Positions of all 27 atoms, in Å:
O 5.132 -28.579 56.374
H 5.896 -28.477 55.808
H 4.528 -29.266 55.675
H 5.578 -29.133 57.208
S 6.096 -30.834 59.433
O 6.786 -30.307 60.513
O 4.756 -31.032 59.745
O 6.078 -29.865 58.374
O 6.677 -32.147 59.015
O 4.222 -30.410 54.573
H 3.290 -30.804 54.385
H 4.525 -30.068 53.719
O 8.090 -28.740 57.246
H 7.312 -28.989 57.808
H 8.441 -29.527 56.877
O 6.109 -32.229 53.677
H 5.606 -31.400 53.890
H 5.714 -32.982 53.897
O 7.005 -26.067 56.531
H 7.586 -26.685 56.189
H 7.162 -26.042 57.440
O 6.580 -28.413 54.166
H 6.884 -27.547 53.779
H 7.274 -29.048 53.983
O 2.686 -29.583 56.957
H 2.662 -30.529 57.204
H 1.720 -29.183 56.793

As for the relative energy (zero: lowest compared OMol25 entry of this formula, charge and spin): 148.7 kJ/mol. The net charge is -1. The calculation puts the HOMO-LUMO gap at 0.160 hartree. The highest occupied orbital energy is -2.83 eV. For the LUMO energy, the calculation gives 1.512 eV.

Results of the Löwdin charge analysis, in e, for atoms 1 through 8: atom 1 (O): 0.054, atom 2 (H): 0.013, atom 3 (H): 0.163, atom 4 (H): 0.098, atom 5 (S): 0.049, atom 6 (O): -0.350, atom 7 (O): -0.379, atom 8 (O): -0.399


No. 6
Formula: C8H20N5
Source: the OMol25 dataset
Level of theory: wB97M-V/def2-TZVPD

Positions of all 33 atoms, in Å:
H -1.463 -1.462 1.792
N -1.102 -1.738 2.701
C 0.076 -1.412 2.968
C 0.717 -1.812 4.252
N 0.912 -0.640 2.120
N 0.675 -0.728 0.779
C 1.145 -1.877 0.048
C 0.278 0.668 0.054
N -0.400 1.408 0.911
N 0.480 0.954 -1.202
C 1.483 0.336 -2.045
C -0.284 2.054 -1.803
C -1.779 1.738 -1.919
C -2.079 0.754 -3.042
H 1.488 -2.557 4.059
H 1.172 -0.956 4.749
H -0.038 -2.248 4.899
H 1.895 -0.615 2.394
H 2.236 -1.921 -0.046
H 0.680 -1.915 -0.930
H 0.818 -2.760 0.601
H -0.696 2.350 0.714
H -0.494 1.066 1.859
H 1.025 -0.327 -2.780
H 2.019 1.119 -2.579
H 2.201 -0.214 -1.453
H 0.118 2.223 -2.803
H -0.122 2.971 -1.228
H -2.159 1.339 -0.977
H -2.307 2.674 -2.117
H -3.152 0.597 -3.116
H -1.732 1.142 -3.997
H -1.611 -0.210 -2.864

As for the relative energy (zero: lowest compared OMol25 entry of this formula, charge and spin): 57.1 kJ/mol. The net charge is +1. The calculation puts the HOMO-LUMO gap at 0.383 hartree. The highest occupied orbital energy is -13.15 eV. For the LUMO energy, the calculation gives -2.722 eV. The SMILES is [H]/N=C(/C)N/[N+](C)=C(\N)N(C)CCC.

Results of the Löwdin charge analysis, in e, for atoms 1 through 8: atom 1 (H): 0.052, atom 2 (N): 0.161, atom 3 (C): -0.491, atom 4 (C): -0.022, atom 5 (N): 0.001, atom 6 (N): -0.127, atom 7 (C): -0.054, atom 8 (C): -0.173


No. 7
Formula: C36H32NO4PtS
Source: the OMol25 dataset
Level of theory: wB97M-V/def2-TZVPD

Positions of all 75 atoms, in Å:
Pt -1.885 -1.443 0.314
C 2.851 3.109 0.590
C 1.452 2.817 1.093
C 0.947 3.919 2.019
O 1.405 1.574 1.796
C 0.368 0.742 1.255
C -0.411 1.758 0.387
O 0.610 2.663 -0.025
C -1.425 1.349 -0.710
O -2.299 0.462 -0.101
C -0.900 0.865 -2.069
C 0.258 1.343 -2.674
C 0.596 0.957 -3.966
C -0.219 0.093 -4.681
C -1.382 -0.381 -4.085
C -1.720 0.007 -2.799
C -2.256 2.617 -1.042
C -1.673 3.761 -1.586
C -2.436 4.886 -1.859
C -3.801 4.886 -1.605
C -4.390 3.748 -1.078
C -3.624 2.623 -0.796
C 0.904 -0.591 0.632
O 0.010 -1.027 -0.331
C 2.272 -0.399 -0.037
C 3.419 -0.104 0.702
C 4.655 0.010 0.087
C 4.771 -0.167 -1.287
C 3.641 -0.481 -2.027
C 2.404 -0.608 -1.402
C 1.050 -1.700 1.718
C 0.136 -1.845 2.763
C 0.196 -2.920 3.639
C 1.173 -3.893 3.494
C 2.079 -3.779 2.451
C 2.012 -2.700 1.578
H 3.560 3.071 1.417
H 2.878 4.106 0.147
H 3.137 2.374 -0.159
H 1.620 4.019 2.871
H -0.047 3.681 2.395
H 0.906 4.868 1.482
H -0.289 0.474 2.078
H -1.058 2.275 1.109
H 0.920 1.998 -2.128
H 1.514 1.328 -4.407
H 0.045 -0.206 -5.688
H -2.035 -1.054 -4.629
H -2.625 -0.361 -2.335
H -0.613 3.772 -1.799
H -1.960 5.766 -2.277
H -4.397 5.766 -1.816
H -5.456 3.730 -0.881
H -4.069 1.733 -0.376
H 3.340 0.026 1.773
H 5.531 0.239 0.682
H 5.735 -0.071 -1.772
H 3.716 -0.640 -3.096
H 1.520 -0.877 -1.962
H -0.665 -1.134 2.902
H -0.540 -2.996 4.431
H 1.223 -4.731 4.179
H 2.842 -4.535 2.306
H 2.718 -2.653 0.759
S -3.785 -1.916 1.562
C -3.039 -3.496 1.514
C -3.431 -4.714 2.063
C -2.685 -5.839 1.764
C -1.571 -5.744 0.935
C -1.209 -4.497 0.460
N -1.911 -3.414 0.772
H -4.309 -4.757 2.692
H -2.973 -6.800 2.173
H -0.991 -6.615 0.667
H -0.339 -4.332 -0.163

As for the relative energy (zero: lowest compared OMol25 entry of this formula, charge and spin): 20.2 kJ/mol. The net charge is -1. The calculation puts the HOMO-LUMO gap at 0.267 hartree. The highest occupied orbital energy is -4.64 eV. For the LUMO energy, the calculation gives 2.614 eV.

Results of the Löwdin charge analysis, in e, for atoms 1 through 8: atom 1 (Pt): 0.965, atom 2 (C): 0.018, atom 3 (C): -0.584, atom 4 (C): 0.012, atom 5 (O): -0.023, atom 6 (C): -0.132, atom 7 (C): -0.143, atom 8 (O): -0.030


No. 8
Formula: C34H60N6O26
Source: the OMol25 dataset
Level of theory: wB97M-V/def2-TZVPD

Positions of all 126 atoms, in Å:
C 3.873 5.061 6.555
N 2.328 4.979 6.712
O 1.869 5.345 7.798
O 1.660 4.356 5.884
H 4.236 6.078 6.405
H 4.084 4.501 5.644
H 4.343 4.675 7.460
C 4.472 6.730 -1.300
N 4.271 7.893 -2.107
O 5.200 8.678 -2.153
O 3.134 8.103 -2.482
H 5.296 6.160 -1.729
H 3.621 6.050 -1.324
H 4.733 7.024 -0.284
C -6.209 -2.685 -6.177
N -6.816 -3.789 -5.434
O -7.133 -4.853 -6.032
O -7.061 -3.571 -4.269
H -5.145 -2.905 -6.089
H -6.541 -1.767 -5.693
H -6.611 -2.683 -7.190
C 1.637 -3.393 9.145
N 0.694 -3.134 8.062
O 1.054 -2.663 6.973
O -0.489 -3.358 8.290
H 2.332 -2.562 9.265
H 2.301 -4.151 8.731
H 1.228 -3.807 10.067
C 4.220 -6.606 -5.318
N 5.367 -6.023 -4.608
O 5.266 -4.976 -3.954
O 6.422 -6.600 -4.766
H 4.079 -7.650 -5.038
H 4.216 -6.392 -6.387
H 3.449 -6.006 -4.836
C -1.004 11.492 -0.185
N -1.461 10.121 0.221
O -2.554 9.749 -0.168
O -0.689 9.405 0.859
H -0.664 11.364 -1.212
H -0.275 11.799 0.565
H -1.859 12.166 -0.238
O 5.041 3.657 -6.918
C 4.066 2.877 -7.127
O 4.017 1.609 -6.636
C 3.001 0.760 -7.195
C 1.915 1.834 -7.710
C 2.781 3.059 -7.952
H 2.660 0.174 -6.342
H 3.292 0.043 -7.962
H 1.160 1.963 -6.935
H 1.387 1.473 -8.593
H 2.138 3.930 -7.824
H 3.074 2.944 -8.996
O -2.090 -8.712 -1.407
C -2.791 -9.660 -1.132
O -3.010 -10.016 0.091
C -3.951 -11.084 0.139
C -4.524 -11.249 -1.270
C -3.558 -10.534 -2.130
H -4.693 -10.752 0.865
H -3.549 -11.986 0.601
H -5.515 -10.812 -1.395
H -4.596 -12.274 -1.636
H -4.094 -9.860 -2.797
H -3.032 -11.205 -2.809
O 5.804 -7.778 5.965
C 5.316 -7.971 4.850
O 4.005 -7.802 4.601
C 3.642 -7.964 3.232
C 4.956 -8.071 2.456
C 6.019 -8.342 3.545
H 2.947 -7.204 2.874
H 3.128 -8.923 3.167
H 5.041 -7.064 2.048
H 4.966 -8.938 1.797
H 6.890 -7.710 3.373
H 6.255 -9.391 3.724
O -13.579 6.089 -1.882
C -12.329 6.052 -1.935
O -11.656 5.655 -0.875
C -10.298 5.913 -0.951
C -10.024 6.139 -2.386
C -11.388 6.473 -3.029
H -9.702 5.093 -0.549
H -10.092 6.825 -0.390
H -9.747 5.143 -2.729
H -9.205 6.842 -2.540
H -11.652 5.957 -3.952
H -11.501 7.552 -3.139
O -5.038 4.873 9.396
C -5.215 5.290 8.259
O -5.163 6.591 7.939
C -5.288 6.899 6.573
C -5.374 5.534 5.887
C -5.644 4.520 7.016
H -4.443 7.478 6.200
H -6.135 7.568 6.420
H -4.420 5.283 5.424
H -6.025 5.637 5.018
H -4.956 3.676 6.988
H -6.691 4.218 7.011
O -3.300 1.266 -0.776
C -2.285 0.578 -0.743
O -2.107 -0.529 -1.490
C -0.930 -1.065 -1.084
C -0.108 -0.003 -0.554
C -1.128 0.764 0.151
H -0.477 -1.539 -1.954
H -1.111 -1.893 -0.398
H 0.267 0.506 -1.442
H 0.631 -0.365 0.161
H -0.841 1.810 0.261
H -1.242 0.306 1.134
O 8.782 -1.603 1.573
C 9.448 -1.334 0.541
O 10.426 -2.032 0.188
C 10.804 -1.909 -1.153
C 10.135 -0.641 -1.613
C 9.171 -0.277 -0.533
H 10.515 -2.751 -1.782
H 11.870 -1.704 -1.254
H 9.784 -0.592 -2.644
H 10.887 0.148 -1.626
H 8.139 -0.325 -0.879
H 9.261 0.711 -0.082

The net charge is 0. The calculation puts the HOMO-LUMO gap at 0.361 hartree. The highest occupied orbital energy is -10.00 eV. For the LUMO energy, the calculation gives -0.172 eV.

Results of the Löwdin charge analysis, in e, for atoms 1 through 8: atom 1 (C): 0.057, atom 2 (N): -0.405, atom 3 (O): 0.039, atom 4 (O): 0.043, atom 5 (H): 0.088, atom 6 (H): 0.086, atom 7 (H): 0.093, atom 8 (C): 0.008


Q: Which value of net charge does entry 5 give?
A: -1


Repeat the sixth record exactly.
Formula: C8H20N5
Source: the OMol25 dataset
Level of theory: wB97M-V/def2-TZVPD

Positions of all 33 atoms, in Å:
H -1.463 -1.462 1.792
N -1.102 -1.738 2.701
C 0.076 -1.412 2.968
C 0.717 -1.812 4.252
N 0.912 -0.640 2.120
N 0.675 -0.728 0.779
C 1.145 -1.877 0.048
C 0.278 0.668 0.054
N -0.400 1.408 0.911
N 0.480 0.954 -1.202
C 1.483 0.336 -2.045
C -0.284 2.054 -1.803
C -1.779 1.738 -1.919
C -2.079 0.754 -3.042
H 1.488 -2.557 4.059
H 1.172 -0.956 4.749
H -0.038 -2.248 4.899
H 1.895 -0.615 2.394
H 2.236 -1.921 -0.046
H 0.680 -1.915 -0.930
H 0.818 -2.760 0.601
H -0.696 2.350 0.714
H -0.494 1.066 1.859
H 1.025 -0.327 -2.780
H 2.019 1.119 -2.579
H 2.201 -0.214 -1.453
H 0.118 2.223 -2.803
H -0.122 2.971 -1.228
H -2.159 1.339 -0.977
H -2.307 2.674 -2.117
H -3.152 0.597 -3.116
H -1.732 1.142 -3.997
H -1.611 -0.210 -2.864

As for the relative energy (zero: lowest compared OMol25 entry of this formula, charge and spin): 57.1 kJ/mol. The net charge is +1. The calculation puts the HOMO-LUMO gap at 0.383 hartree. The highest occupied orbital energy is -13.15 eV. For the LUMO energy, the calculation gives -2.722 eV. The SMILES is [H]/N=C(/C)N/[N+](C)=C(\N)N(C)CCC.

Results of the Löwdin charge analysis, in e, for atoms 1 through 8: atom 1 (H): 0.052, atom 2 (N): 0.161, atom 3 (C): -0.491, atom 4 (C): -0.022, atom 5 (N): 0.001, atom 6 (N): -0.127, atom 7 (C): -0.054, atom 8 (C): -0.173